Formula: CH2N4O2
Source: the OMol25 dataset
Level of theory: ωB97M-V with the def2-TZVPD basis set

* largest force on an atom: 2.7 eV Å⁻¹
* energy relative to the best compared isomer or geometry (same formula, charge and spin): 7.036 eV
* Kohn-Sham gap (spin up / spin down): 0.1709 / 0.1709 Ha
* LUMO (spin up / spin down): -3.027 / -3.026 eV
* HOMO level (spin up / spin down): -7.676 / -7.677 eV

```
! RIJCOSX wB97M-V def2-TZVPD def2/J DEFGRID3
* xyz 0 1
C 0.053 -1.653 0.105
N -0.653 -2.519 -0.192
N 1.428 0.156 -0.170
N 0.928 -0.748 0.592
N -1.575 1.091 0.175
O -2.739 1.044 -0.149
O -0.750 1.943 0.362
H 1.372 -0.121 -1.189
H 1.937 0.808 0.467
*
```